Density functional theory data (ωB97M-V with the def2-TZVPD basis set) for an isolated molecule of C2H5BO3.

As for the SMILES: CC(=O)B(O)O. The energy comes out at -8974.9793 eV. The energy above the lowest of the compared OMol25 structures with the same formula, charge and spin comes out at 2.434 eV. Its molar mass is 87.87 g/mol. For the orbital gap, the calculation gives 8.58 eV.

```
! wB97M-V def2-TZVPD RIJCOSX def2/J DEFGRID3
* xyz 0 1
O 1.12 0.73 -1.55
O 1.14 -1.87 0.57
O 0.31 1.77 0.42
C -1.15 -1.21 0.59
C 0.30 -1.07 0.28
B 0.67 0.71 -0.32
H -1.53 -2.15 0.45
H 1.42 1.56 -2.03
H -1.52 -0.49 -0.21
H 0.63 2.69 0.29
H -1.39 -0.67 1.52
*
```

And the Mulliken charges, in e, turn out to be:
1 O -0.48
2 O -0.49
3 O -0.51
4 C -0.85
5 C 0.37
6 B 0.53
7 H 0.35
8 H 0.31
9 H 0.21
10 H 0.31
11 H 0.25